The following is a DFT calculation (wB97M-V/def2-TZVPD) of a cluster of 9 separate species, C46H96F2N13O6S2 in total.

```
! RIJCOSX wB97M-V def2-TZVPD def2/J DEFGRID3
* xyz 8 2
C -6.55223 -3.02894 4.15843
C -6.38032 -1.94102 3.04221
N -5.28932 -2.25552 2.26888
C -5.33126 -2.07776 0.89905
C -4.11307 -2.57286 0.41200
N -3.29568 -2.87839 1.49986
C -3.97565 -2.49947 2.65176
C -1.93149 -3.20936 1.44622
H -5.74497 -2.88772 4.87711
H -6.61098 -4.02531 3.72039
H -7.46470 -2.88972 4.73819
H -6.48679 -0.91279 3.38793
H -7.25908 -1.97467 2.39819
H -6.19889 -1.75030 0.34553
H -3.59363 -2.51324 -0.53299
H -3.74486 -2.42114 3.70390
H -1.39890 -2.79552 2.30249
H -1.50108 -2.74399 0.55950
H -1.80017 -4.29117 1.46947
C 7.50526 1.49068 2.09995
C 7.04832 1.65783 0.65934
N 5.60402 1.70226 0.63393
C 4.92548 0.59995 0.23256
C 3.64585 1.05868 -0.05071
N 3.48987 2.38743 0.33506
C 4.74104 2.74943 0.72724
C 2.28867 3.20929 0.34199
H 8.57851 1.40666 2.27078
H 6.90178 0.75238 2.62799
H 7.20934 2.40681 2.61108
H 7.40807 0.70230 0.27771
H 7.53173 2.45699 0.09741
H 5.48298 -0.32155 0.15223
H 2.67932 0.59534 -0.18320
H 5.00154 3.75129 1.03518
H 1.48098 2.74724 -0.22567
H 2.60581 4.18059 -0.03761
H 1.96727 2.97697 1.35729
C -1.73626 2.61035 4.46247
C -2.09409 3.43304 5.73310
N -0.96791 4.21334 6.15544
C -0.92376 5.56048 5.91411
C 0.30682 6.09442 6.36371
N 1.04089 4.98579 6.74665
C 0.26880 3.82999 6.66696
C 2.26174 5.09027 7.52177
H -0.74828 2.14993 4.46288
H -1.76521 3.31906 3.63482
H -2.36584 1.73999 4.27756
H -2.30168 2.68050 6.49382
H -2.89915 4.15402 5.59113
H -1.85389 6.06711 5.70295
H 0.78481 7.06129 6.30826
H 0.43492 2.84751 7.08354
H 2.07608 5.01588 8.59326
H 2.88005 5.93293 7.21237
H 2.85887 4.21833 7.25484
C 2.98544 4.19058 -8.53529
C 3.18414 4.79771 -7.08524
N 2.02568 4.53202 -6.28780
C 0.92042 5.34371 -6.22538
C 0.10241 4.86299 -5.23473
N 0.71226 3.81935 -4.63749
C 1.85155 3.58503 -5.32070
C 0.28307 3.05120 -3.44282
H 2.66405 3.14938 -8.56183
H 3.92751 4.18967 -9.08356
H 2.27054 4.77986 -9.10955
H 3.32640 5.87809 -7.11036
H 4.04987 4.39151 -6.56216
H 0.74341 6.17776 -6.88825
H -0.81541 5.27372 -4.84062
H 2.68956 2.95535 -5.06065
H 1.06576 2.36157 -3.12674
H -0.51561 2.42093 -3.83392
H 0.02482 3.76245 -2.65827
C 2.18305 -3.71578 -3.14509
C 3.14491 -4.65684 -3.82097
O 4.32609 -4.37715 -4.16991
N 2.68714 -6.10403 -3.94719
H 3.38369 -6.65564 -3.46694
H 1.80491 -6.12531 -3.45595
C 2.45588 -6.58772 -5.37305
H 1.18754 -4.07756 -3.40232
H 2.31832 -2.74150 -3.61474
H 2.27095 -3.70325 -2.05872
H 2.46237 -7.67702 -5.33447
H 3.28349 -6.20580 -5.97079
H 1.48914 -6.20089 -5.69535
C -4.83393 1.70413 2.61825
C -5.40824 1.74095 4.05978
O -5.08613 0.99009 4.91136
N -6.44567 2.81330 4.28615
H -6.09830 3.71575 3.99459
H -7.21729 2.51743 3.70550
C -6.87742 2.92727 5.79148
H -3.75851 1.83749 2.50077
H -5.40058 2.42405 2.02772
H -5.02606 0.70933 2.21631
H -7.33873 1.96161 5.99830
H -7.67352 3.67041 5.83722
H -5.93339 3.10148 6.30780
C -0.53136 0.07424 -6.40118
C -0.58592 -1.36355 -5.92066
C -1.95594 -1.99483 -6.31194
N -2.30084 -3.40316 -5.66940
C -1.12634 -4.43127 -5.92671
C -3.56360 -3.97214 -6.29123
C -4.43788 -4.35830 -5.03796
C -4.10104 -3.31089 -4.04727
C -2.57381 -3.19547 -4.14018
H 0.27127 0.65482 -5.94643
H -1.44299 0.65800 -6.27367
H -0.29014 0.00713 -7.46203
H -0.47833 -1.27890 -4.83929
H 0.22656 -1.88773 -6.42386
H -2.02099 -2.24200 -7.37154
H -2.70486 -1.30293 -5.92661
H -0.71893 -4.24169 -6.91977
H -1.48342 -5.43981 -5.71830
H -0.36838 -4.17604 -5.18613
H -3.26778 -4.79332 -6.94412
H -3.98371 -3.12447 -6.83258
H -4.26825 -5.37005 -4.66959
H -5.48473 -4.16127 -5.26905
H -4.39072 -3.53452 -3.02054
H -4.55229 -2.38330 -4.39948
H -2.08106 -3.95221 -3.52974
H -2.23448 -2.23149 -3.76110
C 2.32985 -4.25740 1.33766
C 2.85573 -3.47482 2.55200
C 2.87262 -1.90993 2.27987
N 2.99707 -0.98815 3.56318
C 4.25062 -1.29859 4.38159
C 3.08704 0.49288 3.02850
C 2.22725 1.42416 4.00468
C 1.67020 0.45657 5.05234
C 1.69366 -0.87971 4.39160
H 2.61719 -3.71803 0.43510
H 1.27717 -4.53619 1.29044
H 2.94721 -5.14773 1.21818
H 3.88754 -3.82530 2.52648
H 2.46564 -3.80287 3.51549
H 1.98535 -1.51054 1.78860
H 3.73166 -1.84327 1.61226
H 4.08763 -2.35881 4.57514
H 4.22963 -0.75133 5.32401
H 5.04807 -1.01688 3.69398
H 4.07892 0.93656 2.94228
H 2.45326 0.53299 2.14260
H 2.96482 2.02856 4.53270
H 1.67348 2.24245 3.54442
H 2.40252 0.31788 5.84769
H 0.68232 0.70063 5.44300
H 1.61987 -1.79940 4.97198
H 0.98011 -0.86275 3.56779
N 0.52310 -0.23079 0.37712
S -0.79723 0.81017 0.71876
O -2.00966 0.20313 1.23886
O -0.98716 1.96492 -0.11622
F -0.16181 1.32637 2.14904
S 0.09409 -0.51701 -0.98852
O 0.75611 0.30834 -1.95371
O -1.24690 -1.11453 -1.29640
F 1.08778 -1.79997 -1.13680
*
```

⟨S²⟩: 0.77
calculated total energy: -107917.2589 eV

These are the Mulliken partial charges, in e, on atoms 1 to 99:
1 C -1.233
2 C -0.089
3 N 0.345
4 C -0.796
5 C -0.326
6 N 0.409
7 C -0.324
8 C -0.654
9 H 0.403
10 H 0.351
11 H 0.427
12 H -0.076
13 H 0.342
14 H 0.508
15 H 0.581
16 H 0.410
17 H 0.276
18 H -0.079
19 H 0.429
20 C -0.969
21 C -0.440
22 N 0.222
23 C -0.766
24 C -0.356
25 N 0.420
26 C -0.269
27 C -0.184
28 H 0.438
29 H 0.167
30 H 0.320
31 H 0.228
32 H 0.461
33 H 0.520
34 H 0.493
35 H 0.518
36 H -0.159
37 H 0.473
38 H -0.033
39 C -0.085
40 C -0.709
41 N 0.351
42 C -0.069
43 C -0.241
44 N 0.145
45 C -0.079
46 C -0.749
47 H -0.308
48 H 0.477
49 H 0.088
50 H 0.374
51 H 0.217
52 H 0.478
53 H 0.497
54 H 0.479
55 H 0.381
56 H 0.347
57 H 0.342
58 C -1.030
59 C -0.546
60 N 0.238
61 C -0.451
62 C -0.297
63 N 0.282
64 C -0.311
65 C -0.975
66 H 0.314
67 H 0.373
68 H 0.356
69 H 0.362
70 H 0.330
71 H 0.462
72 H 0.474
73 H 0.405
74 H 0.205
75 H 0.325
76 H 0.467
77 C 0.134
78 C 0.361
79 O -0.431
80 N -0.110
81 H 0.394
82 H 0.334
83 C -0.618
84 H -0.257
85 H 0.303
86 H -0.064
87 H 0.390
88 H 0.372
89 H 0.145
90 C -0.172
91 C 0.334
92 O -0.410
93 N -0.145
94 H 0.379
95 H 0.390
96 C -0.680
97 H -0.095
98 H 0.504
99 H -0.154

***

The following is a DFT calculation (wB97M-V/def2-TZVPD) of a cluster of 12 separate species, C46H97N8O26 in total.

```
! RIJCOSX wB97M-V def2-TZVPD def2/J DEFGRID3
* xyz -3 1
C 1.06294 2.83545 -3.54525
C 1.52625 1.95165 -2.38287
N 0.58162 1.83305 -1.23083
C 0.69209 2.42184 0.04291
C -0.38268 1.95170 0.81458
N -1.08139 1.03224 -0.03815
C -0.58800 1.06523 -1.32220
C -2.21861 0.17032 0.32444
H 0.26976 2.42797 -4.17209
H 1.95076 2.88890 -4.17532
H 0.86645 3.86730 -3.25406
H 2.42764 2.36461 -1.93004
H 1.60928 0.90629 -2.68020
H 1.49692 3.12370 0.20424
H -0.78686 2.21088 1.78199
H -0.85862 0.39836 -2.12748
H -2.32379 0.19545 1.40907
H -2.01605 -0.89024 0.17513
H -3.15754 0.51243 -0.11086
N 1.04376 -4.40044 -1.68258
O 0.15678 -4.78410 -2.44877
O 0.72064 -4.33047 -0.51442
O 2.12616 -4.04678 -2.14339
N -5.13053 -1.35459 -6.18992
O -4.87245 -2.29931 -5.42677
O -5.98542 -1.44135 -7.11396
O -4.58772 -0.25698 -5.94837
C -3.59989 -11.20922 1.03058
C -3.85818 -11.17674 2.40475
C -4.06603 -9.85563 3.17112
O -4.13767 -9.85156 4.48016
C -4.10295 -8.66667 2.51205
C -3.90217 -8.59650 1.10271
C -3.52392 -9.91955 0.37152
O -3.32320 -9.73776 -0.86998
O -4.07107 -7.53070 0.43725
O -3.82046 -12.31793 2.98004
H -3.37915 -12.08311 0.43559
H -4.06563 -7.75078 3.08316
C -7.78378 5.00310 4.72725
C -6.75233 6.03773 4.25626
O -6.79200 6.33196 2.83354
C -5.95758 5.79564 1.94696
O -4.94016 5.23892 2.28530
O -6.44936 6.08247 0.71916
C -5.57580 5.77432 -0.36952
H -8.77545 5.25794 4.35344
H -7.75913 4.87369 5.80926
H -7.56179 4.06186 4.22440
H -5.72789 5.86488 4.58604
H -7.12126 6.98219 4.65624
H -4.57896 6.21486 -0.38774
H -6.08386 6.30902 -1.17207
H -5.48738 4.70529 -0.56302
C -0.06088 0.99414 -11.20924
C 1.40432 1.43669 -10.91780
O 2.10978 0.33619 -10.29154
C 2.52176 -0.75324 -10.97844
O 2.18626 -0.95380 -12.10698
O 3.27013 -1.45543 -10.27478
C 3.79665 -2.67453 -10.61524
H 0.02753 0.18006 -11.92864
H -0.60142 1.69003 -11.85084
H -0.69886 0.65316 -10.39388
H 1.60873 2.33907 -10.34158
H 1.96229 1.78603 -11.78655
H 3.74695 -2.80696 -11.69603
H 3.18390 -3.50892 -10.27403
H 4.84937 -2.76022 -10.34589
C 4.18795 0.50421 5.44470
O 4.28686 1.85603 6.07233
C 5.61445 2.37573 6.05079
C 5.59235 3.87535 6.19878
N 7.00187 4.36339 6.36715
C 7.69620 4.00290 7.60341
C 7.09594 4.69990 8.82309
O 7.20365 6.08915 8.62724
C 6.71032 6.86700 9.68232
H 4.74990 -0.25827 5.98406
H 4.52665 0.51280 4.40870
H 3.20137 0.04896 5.53146
H 6.01030 2.08033 5.07911
H 6.06682 1.87270 6.90544
H 5.07199 4.19971 7.09996
H 5.11797 4.32273 5.32533
H 6.91060 5.36436 6.26802
H 8.77422 4.16037 7.56898
H 7.57888 2.94555 7.84072
H 7.56334 4.28609 9.71662
H 6.02489 4.50855 8.88880
H 7.33055 6.71286 10.56530
H 5.68483 6.57067 9.90292
H 6.75186 7.92762 9.43440
C 13.68045 3.46444 0.16417
O 12.60481 3.77601 -0.69172
C 11.37578 3.28737 -0.11420
C 10.19584 3.71985 -0.99202
N 10.32108 3.48929 -2.43716
C 9.26570 4.03002 -3.23084
C 9.66126 3.91121 -4.73683
O 9.89849 2.59206 -5.29487
C 8.69791 1.73713 -5.35853
H 13.38870 2.58431 0.73719
H 13.97862 4.18705 0.92380
H 14.49396 3.31906 -0.54659
H 11.22710 3.63391 0.90850
H 11.41986 2.20290 -0.01385
H 10.07459 4.77611 -0.75176
H 9.23457 3.37643 -0.60977
H 10.46348 2.55532 -2.79425
H 9.12239 5.04519 -2.86070
H 8.28747 3.55022 -3.20021
H 10.61820 4.40828 -4.89583
H 8.98106 4.32184 -5.48303
H 8.52864 1.30015 -4.37440
H 8.99767 0.90590 -5.99673
H 7.78868 2.23405 -5.69686
C -3.86693 -0.03379 8.20997
O -4.94470 -0.72104 7.57662
C -5.27816 -1.99008 8.17653
C -6.62060 -2.57751 7.58570
N -7.81793 -1.83684 8.09193
C -8.20043 -2.05134 9.50439
C -9.46576 -1.33999 9.90489
O -9.16093 0.06666 9.70077
C -10.04452 0.94153 10.38806
H -2.92290 -0.30365 7.73660
H -3.90255 0.10882 9.29001
H -3.93255 1.00522 7.88709
H -5.18898 -1.86766 9.25596
H -4.45282 -2.61449 7.83439
H -6.68549 -3.65108 7.76265
H -6.48746 -2.49368 6.50712
H -7.56043 -0.86105 8.13243
H -7.43680 -1.58862 10.12957
H -8.29725 -3.10491 9.76647
H -9.75149 -1.63327 10.91506
H -10.23989 -1.72555 9.24142
H -10.04079 0.55940 11.40887
H -11.10492 0.92032 10.13666
H -9.58936 1.91605 10.21122
C -7.62358 -5.38792 -3.52562
O -6.82096 -6.43653 -4.13886
C -7.56187 -7.41578 -4.87167
C -6.57338 -8.44757 -5.36511
N -5.40525 -7.81714 -5.88707
C -5.59041 -7.05705 -7.17657
C -4.27873 -6.55202 -7.69156
O -3.53474 -6.05287 -6.58809
C -2.42955 -5.20692 -7.05502
H -7.00685 -4.83211 -2.81934
H -8.47947 -5.68721 -2.92066
H -7.98511 -4.61266 -4.20117
H -8.04102 -6.92103 -5.71650
H -8.31958 -7.94041 -4.28965
H -6.99533 -9.15900 -6.07499
H -6.28432 -9.00194 -4.47223
H -4.90137 -8.65021 -6.15578
H -6.30298 -6.26878 -6.93372
H -6.09603 -7.65467 -7.93506
H -4.44070 -5.68500 -8.33199
H -3.83215 -7.46185 -8.09263
H -2.26261 -4.40277 -6.33838
H -2.58766 -4.62460 -7.96278
H -1.70031 -6.00701 -7.18211
C -0.78465 9.88209 -4.16728
O -0.42286 10.55194 -5.37400
H -0.57577 8.81281 -4.20077
H -0.13784 10.25667 -3.37393
H -1.84175 9.92749 -3.90540
H -0.53526 9.89653 -6.06639
C 7.69438 -2.07527 -0.64807
O 6.79684 -1.24054 -1.36971
H 8.11980 -2.92479 -1.18235
H 8.50261 -1.49783 -0.19924
H 7.27291 -2.51186 0.25738
H 6.24822 -1.90750 -1.78897
*
```

energy relative to the best compared isomer or geometry (same formula, charge and spin): 59.1 kJ/mol

These are the Mulliken partial charges, in e, on atoms 1 to 99:
1 C -1.023
2 C -0.521
3 N 0.160
4 C -0.226
5 C -0.447
6 N 0.156
7 C -0.261
8 C -0.883
9 H 0.375
10 H 0.343
11 H 0.305
12 H 0.290
13 H 0.377
14 H 0.397
15 H 0.427
16 H 0.468
17 H 0.323
18 H 0.418
19 H 0.321
20 N 0.969
21 O -0.597
22 O -0.658
23 O -0.712
24 N 0.934
25 O -0.587
26 O -0.669
27 O -0.676
28 C -0.887
29 C 0.550
30 C 0.321
31 O -0.842
32 C -0.550
33 C 0.423
34 C 0.546
35 O -0.733
36 O -0.731
37 O -0.809
38 H 0.405
39 H 0.311
40 C -1.047
41 C -0.209
42 O -0.341
43 C 0.766
44 O -0.576
45 O -0.293
46 C -0.667
47 H 0.297
48 H 0.354
49 H 0.300
50 H 0.356
51 H 0.206
52 H 0.303
53 H 0.251
54 H 0.300
55 C -1.006
56 C -0.291
57 O -0.341
58 C 0.807
59 O -0.588
60 O -0.299
61 C -0.700
62 H 0.273
63 H 0.343
64 H 0.317
65 H 0.306
66 H 0.297
67 H 0.334
68 H 0.299
69 H 0.249
70 C -0.745
71 O -0.379
72 C -0.247
73 C -0.466
74 N -0.384
75 C -0.632
76 C -0.489
77 O -0.304
78 C -0.745
79 H 0.296
80 H 0.313
81 H 0.285
82 H 0.289
83 H 0.151
84 H 0.202
85 H 0.352
86 H 0.300
87 H 0.343
88 H 0.271
89 H 0.420
90 H 0.326
91 H 0.289
92 H 0.321
93 H 0.233
94 C -0.683
95 O -0.319
96 C -0.503
97 C -0.877
98 N -0.078
99 C -0.617

***

no.,maximum force (eV Å⁻¹)
1,11.75
2,5.08